Entry 1:
This record from the Open Molecules 2025 dataset describes C32H35N7OReTe as an isolated structure. The level of theory is wB97M-V/def2-TZVPD.

Results
**<S²>**: 0.76
**HOMO energy (spin up / spin down)**: -12.724 / -13.141 eV
**E_tot**: -2044.77153 Eh
**ΔE to the lowest compared entry with this formula, charge and spin**: 0.0 kcal per mole

ORCA input file:
```
! RIJCOSX wB97M-V def2-TZVPD def2/J DEFGRID3
* xyz 2 2
Re -0.266 -0.446 0.616
Te 0.159 -1.551 -1.646
O -0.774 -0.097 2.607
N 0.015 1.417 0.225
N -2.323 -0.102 0.257
N -2.874 1.132 0.307
N 2.667 0.370 0.813
N 1.767 -0.570 1.198
N -1.249 -1.564 4.276
N 0.465 -0.006 4.498
C -4.136 1.094 -0.163
C 2.397 -1.355 2.076
C -2.987 3.235 1.481
C -0.061 -3.142 0.820
C -4.423 -0.204 -0.521
C -0.282 3.637 1.186
C 0.232 -4.009 1.866
C -2.401 -2.090 3.553
C 1.312 -4.876 1.738
C 0.818 -0.509 5.829
C 2.433 1.278 -0.262
C 3.704 -0.920 2.271
C -0.831 2.442 0.719
C 4.546 2.857 -2.998
C -3.261 -0.912 -0.243
C -2.208 2.270 0.853
C -2.438 4.419 1.946
C 3.382 2.533 -2.104
C -3.282 5.449 2.644
C 3.510 1.614 -1.075
C 1.176 1.825 -0.494
C 2.126 3.101 -2.314
C -0.516 -0.561 3.779
C 1.784 -3.985 -0.464
C 0.713 -3.115 -0.344
C -1.067 4.607 1.773
C 2.075 -4.864 0.578
C 1.045 2.743 -1.534
C 3.836 0.177 1.452
C -0.421 -1.025 6.525
C 1.196 1.164 4.021
C -1.089 -2.062 5.651
H -4.340 5.318 2.424
H 1.541 -5.575 2.531
H 2.258 0.932 3.937
H -5.341 -0.576 -0.940
H -2.348 -1.837 2.500
H -4.046 3.055 1.612
H 1.576 -1.292 5.734
H -0.606 5.526 2.114
H -4.730 1.989 -0.225
H 4.670 0.839 1.289
H -3.325 -1.675 3.959
H 4.452 -1.343 2.919
H 2.401 -3.980 -1.353
H 1.265 0.315 6.383
H 4.467 1.131 -0.916
H 4.437 3.844 -3.444
H -0.518 -2.995 5.629
H -0.395 -4.044 2.748
H 5.489 2.833 -2.453
H -1.034 -2.610 0.885
H 0.783 3.802 1.080
H -2.083 -2.295 6.030
H 0.071 3.177 -1.721
H 1.070 1.980 4.733
H -0.164 -1.461 7.489
H -2.430 -3.173 3.668
H 2.904 -5.552 0.477
H 1.990 3.820 -3.112
H 4.615 2.133 -3.811
H -3.035 -1.955 -0.400
H -2.994 6.457 2.347
H -1.107 -0.196 6.706
H 0.815 1.480 3.056
H -3.154 5.379 3.726
H 1.873 -2.181 2.528
*
```

Atom charges from the Mulliken analysis, given in e for atoms 1 to 8: -0.29, 0.03, -0.33, 1.42, 0.40, -0.16, -0.01, 0.90


Entry 2:
This record from the Open Molecules 2025 dataset describes one molecule with the formula C2H3BrO2. The level of theory is wB97M-V/def2-TZVPD.

Results
**HOMO energy**: -10.507 eV
**E_tot**: -2802.34070 Eh
**ΔE to the lowest compared entry with this formula, charge and spin**: 108.5 kcal per mole

ORCA input file:
```
! RIJCOSX wB97M-V def2-TZVPD def2/J DEFGRID3
* xyz 0 1
Br -2.306 -0.265 0.028
O 1.386 -1.922 -0.270
O 1.739 -0.672 0.232
C 0.442 -1.088 0.259
C -0.484 -0.031 -0.418
H 0.013 0.925 -0.163
H -0.486 -0.425 -1.557
H 0.131 -1.481 1.235
*
```

In elementary charge units, the Mulliken charges are: -0.11, -0.27, -0.27, 0.19, -0.46, 0.33, 0.25, 0.34


Entry 3:
This record from the Open Molecules 2025 dataset describes a 5-piece molecular cluster, CH12O5 overall. The level of theory is wB97M-V/def2-TZVPD.

Results
**<S²>**: 0.75
**HOMO energy (spin up / spin down)**: 0.638 / -6.999 eV
**E_tot**: -421.41606 Eh
**ΔE to the lowest compared entry with this formula, charge and spin**: 22.6 kcal per mole

ORCA input file:
```
! RIJCOSX wB97M-V def2-TZVPD def2/J DEFGRID3
* xyz -1 2
O -2.787 -0.223 2.832
O 2.398 0.368 -0.033
O -1.462 -1.945 0.660
O 0.645 2.282 -0.658
O 1.293 -1.890 -0.387
C 0.610 1.748 -1.926
H 2.016 -0.088 -0.853
H -1.435 -1.520 1.516
H -0.100 2.507 -2.359
H 1.063 1.852 0.030
H 1.209 -2.516 -1.034
H 1.617 1.801 -2.319
H -1.882 -1.230 0.196
H -3.762 -0.371 3.038
H 0.412 -1.872 0.186
H -2.938 0.741 2.619
H 2.832 -0.328 0.511
H 0.271 0.684 -2.018
*
```

Atom charges from the Mulliken analysis, given in e for atoms 1 to 8: -1.75, -0.77, -1.07, -0.41, -0.64, -0.81, 0.38, 0.49


Entry 4:
This record from the Open Molecules 2025 dataset describes a 2-piece molecular cluster, C5H7NO3S2 overall. The level of theory is wB97M-V/def2-TZVPD.

Results
**HOMO energy**: -9.029 eV
**E_tot**: -1271.51051 Eh
**ΔE to the lowest compared entry with this formula, charge and spin**: 0.0 kcal per mole

ORCA input file:
```
! RIJCOSX wB97M-V def2-TZVPD def2/J DEFGRID3
* xyz 0 1
S -2.498 -0.304 -1.099
S 1.794 -0.439 0.094
O 3.179 0.453 0.408
O 1.829 -0.213 -1.533
O 2.182 -1.801 0.266
N 0.505 2.002 0.008
C -2.738 -1.487 0.098
C -1.240 0.467 -0.097
C -1.045 -0.278 1.039
C -1.878 -1.361 1.145
C -0.519 1.632 -0.639
H 2.708 -0.690 -1.762
H -1.711 -1.861 2.087
H 2.946 1.376 0.208
H -3.484 -2.309 0.059
H 0.990 2.711 -0.423
H -0.713 1.963 -1.593
H -0.307 0.140 1.734
*
```

Atom charges from the Mulliken analysis, given in e for atoms 1 to 8: -0.17, 0.87, -0.48, -0.44, -0.63, -0.56, -0.38, 0.39


Entry 5:
This record from the Open Molecules 2025 dataset describes an isolated ion of composition C2H7N2O2 and charge +1. The level of theory is wB97M-V/def2-TZVPD.

Results
**HOMO energy**: -14.753 eV
**E_tot**: -340.04431 Eh
**ΔE to the lowest compared entry with this formula, charge and spin**: 85.2 kcal per mole

ORCA input file:
```
! RIJCOSX wB97M-V def2-TZVPD def2/J DEFGRID3
* xyz 1 1
O -0.124 -1.939 -0.053
O 1.859 0.896 0.201
N 0.912 -1.132 0.020
N -1.555 0.046 0.234
C -0.436 0.868 -0.252
C 0.886 0.163 -0.129
H -2.094 0.690 0.787
H -0.628 1.117 -1.274
H -0.388 1.771 0.509
H -0.967 -1.351 0.263
H -2.159 -0.258 -0.466
H 2.827 0.802 0.222
H 1.867 -1.672 -0.062
*
```

Atom charges from the Mulliken analysis, given in e for atoms 1 to 8: -0.43, -0.43, 0.01, -0.64, -0.27, 0.41, 0.26, 0.26


Entry 6:
This record from the Open Molecules 2025 dataset describes C25H55HgN3O3 as an isolated structure. The level of theory is wB97M-V/def2-TZVPD.

Results
**HOMO energy**: -18.331 eV
**E_tot**: -1527.38669 Eh
**ΔE to the lowest compared entry with this formula, charge and spin**: 3.9 kcal per mole

ORCA input file:
```
! RIJCOSX wB97M-V def2-TZVPD def2/J DEFGRID3
* xyz 4 1
Hg -6.843 3.628 -1.582
O -2.772 0.921 2.475
O -4.771 1.432 1.777
O -3.208 1.860 0.554
N 0.208 -2.903 8.325
N 1.244 6.808 -6.303
N -1.144 -4.649 -3.047
C 0.716 -3.461 -1.568
C -0.325 -3.680 9.460
C 0.644 6.941 -3.989
C 2.586 6.604 -8.384
C 0.123 -3.794 -3.012
C -2.298 -4.109 -2.194
C -1.699 -4.808 -4.500
C -0.241 -3.712 7.019
C -0.811 -6.106 -2.578
C -0.342 -5.166 9.025
C -3.574 1.417 1.617
C 1.730 -2.814 8.362
C 1.761 7.513 -7.560
C 3.062 7.281 -9.613
C 0.083 5.858 -6.552
C -1.875 -6.372 -1.495
C -0.204 -0.593 9.483
C -0.415 -1.483 8.274
C -0.901 0.793 9.366
C 2.301 6.027 -5.486
C 0.634 7.756 -5.313
C 2.237 -3.131 -1.422
C -0.324 -5.219 7.469
C -2.258 -4.965 -1.003
C 1.854 6.041 -4.024
H 2.473 -2.974 -0.369
H 2.074 -2.511 7.373
H 2.833 -3.893 -1.923
H -0.329 -1.229 10.360
H 2.165 8.505 -7.358
H -1.216 -5.676 9.430
H -0.567 1.263 8.441
H -0.244 -2.838 -3.383
H -3.287 -4.879 -0.654
H -2.703 -6.917 -1.949
H -1.465 -1.590 8.001
H 0.569 -5.650 7.017
H 0.497 -3.506 6.244
H 2.117 -3.793 8.645
H -0.953 -5.340 -5.090
H 0.822 7.786 -8.043
H -1.585 -4.548 -0.254
H 1.367 8.563 -5.315
H 0.472 -5.711 9.502
H 2.718 6.318 -3.420
H 0.181 -3.423 10.391
H 2.599 -2.217 -1.892
H 1.717 5.098 -3.495
H 0.667 -4.322 -0.901
H -2.160 -3.045 -2.000
H -1.834 -3.801 -4.896
H -2.643 -5.352 -4.481
H -0.178 6.242 -3.835
H -0.204 5.171 -5.755
H -1.119 -5.848 7.067
H 3.494 6.154 -7.982
H -2.015 1.142 1.929
H -3.263 -4.216 -2.690
H -0.012 -1.128 7.325
H 0.147 -6.183 -2.063
H 3.628 8.175 -9.351
H 0.821 7.697 -3.224
H 2.297 7.627 -10.307
H -1.627 -7.001 -0.640
H -1.364 -3.353 9.495
H 1.951 5.757 -8.641
H -0.296 8.260 -5.574
H -1.990 0.823 9.379
H -0.785 -6.719 -3.480
H -1.172 -3.251 6.688
H 3.215 6.613 -5.582
H 0.920 -4.254 -3.596
H 0.180 -2.669 -1.044
H -0.595 1.471 10.163
H 2.436 5.063 -5.978
H 3.712 6.778 -10.329
H 0.481 5.269 -7.379
H 1.925 -1.982 9.038
H -0.856 6.344 -6.816
H 0.810 -0.220 9.625
*
```

Atom charges from the Mulliken analysis, given in e for atoms 1 to 8: 0.73, -0.32, -0.24, -0.32, 0.12, 0.13, 0.24, -0.20


Entry 7:
This record from the Open Molecules 2025 dataset describes one molecule with the formula C6H10. The level of theory is wB97M-V/def2-TZVPD.

Results
**HOMO energy**: -7.966 eV
**E_tot**: -234.43440 Eh
**ΔE to the lowest compared entry with this formula, charge and spin**: 105.5 kcal per mole

ORCA input file:
```
! RIJCOSX wB97M-V def2-TZVPD def2/J DEFGRID3
* xyz 0 1
C 1.363 -0.804 -0.258
C 0.030 -1.351 0.184
C -0.467 2.024 0.121
C 0.031 0.950 1.018
C 0.298 -1.095 -1.273
C -0.785 -0.319 0.975
H -0.884 -0.674 2.010
H 0.472 -1.976 -1.886
H -0.429 2.951 0.708
H 1.518 0.205 0.139
H -0.065 -2.391 0.490
H 0.253 2.206 -0.695
H -1.466 1.889 -0.320
H 2.275 -1.385 -0.234
H -0.236 -0.302 -1.795
H -1.793 -0.203 0.544
*
```

Atom charges from the Mulliken analysis, given in e for atoms 1 to 8: -0.51, -0.03, -1.04, -0.13, -0.51, -0.56, 0.35, 0.26


Entry 8:
This record from the Open Molecules 2025 dataset describes C31H38NO2Zr as an isolated structure. The level of theory is wB97M-V/def2-TZVPD.

Results
**HOMO energy (spin up / spin down)**: -7.694 / -7.694 eV
**E_tot**: -1455.95924 Eh
**ΔE to the lowest compared entry with this formula, charge and spin**: 24.4 kcal per mole

ORCA input file:
```
! RIJCOSX wB97M-V def2-TZVPD def2/J DEFGRID3
* xyz 1 1
Zr -0.422 0.486 -0.302
O -0.133 0.991 -2.530
O -0.328 -0.731 -4.838
N 0.328 -0.933 4.385
C -1.954 1.714 -4.011
C 0.664 -0.158 5.452
C -1.754 -1.280 0.637
C 1.505 1.724 7.392
C -0.069 1.053 5.681
C 2.233 0.546 7.191
C 1.870 0.915 0.261
C 0.824 -1.949 -6.623
C 0.604 2.455 -3.962
C 0.568 -2.267 4.219
C 0.624 -5.037 3.660
C -1.653 -0.248 1.629
C -0.904 -0.323 -6.115
C 1.792 -0.416 6.281
C -2.265 0.943 1.097
C -2.462 -0.753 -0.479
C 0.539 -3.227 5.273
C 0.333 1.736 1.799
C 1.247 0.666 1.531
C 0.327 2.624 0.683
C 0.724 -2.752 2.884
C 1.177 1.306 -3.139
C -0.753 2.186 -3.232
C 0.548 -4.593 4.989
C 1.311 2.153 -0.244
C 0.713 -4.109 2.612
C 0.520 -1.876 -5.097
C -1.262 3.197 -2.196
C -0.166 -0.979 -7.290
C -2.781 0.628 -0.200
C 0.333 1.960 6.654
H 0.478 -2.865 6.302
H -0.284 2.833 6.855
H 2.677 0.341 -0.200
H 1.940 1.605 -2.406
H -0.139 1.903 2.773
H 1.444 -1.764 -4.496
H 0.518 -5.322 5.802
H 1.815 2.431 8.163
H 0.686 -2.961 -7.010
H -1.250 -0.403 2.626
H -1.424 -2.309 0.753
H -1.783 0.758 -4.511
H 1.521 -0.112 2.251
H 0.799 -4.428 1.580
H 0.339 -0.238 -7.920
H -1.830 3.989 -2.713
H 0.632 2.258 -5.041
H -0.012 -2.788 -4.764
H -0.889 -1.512 -7.911
H -0.481 3.679 -1.598
H -1.981 2.684 -1.532
H -3.440 1.255 -0.795
H -0.203 3.576 0.609
H -2.271 2.486 -4.727
H -0.897 0.776 -6.176
H 0.829 -2.014 2.088
H 1.852 -1.633 -6.834
H -0.947 1.215 5.052
H 3.130 0.354 7.778
H 1.499 0.385 -3.643
H 0.652 -6.106 3.441
H 1.699 2.734 -1.085
H -1.952 -0.635 -6.115
H 2.328 -1.356 6.160
H -2.780 1.533 -3.311
H -2.427 1.878 1.621
H 1.022 3.448 -3.762
H -2.749 -1.327 -1.355
*
```

Atom charges from the Mulliken analysis, given in e for atoms 1 to 8: 0.94, -0.20, -0.28, -0.20, -1.27, -0.07, -0.43, -0.40


Entry 9:
This record from the Open Molecules 2025 dataset describes one molecule with the formula C5H8N2. The level of theory is wB97M-V/def2-TZVPD.

Results
**HOMO energy**: -9.895 eV
**E_tot**: -304.74915 Eh
**ΔE to the lowest compared entry with this formula, charge and spin**: 54.2 kcal per mole

ORCA input file:
```
! RIJCOSX wB97M-V def2-TZVPD def2/J DEFGRID3
* xyz 0 1
N 1.235 2.449 -0.064
N 1.332 -0.887 0.724
C 0.683 -1.135 -0.567
C -1.627 0.512 -0.520
C 0.850 1.484 0.449
C -0.638 -0.457 0.128
C 0.411 0.187 1.058
H -2.445 0.011 -1.040
H 0.962 -0.547 -1.438
H 0.250 0.369 2.128
H 0.754 -2.220 -0.812
H -0.899 -1.482 0.291
H -2.098 1.214 0.193
H 2.310 -0.640 0.697
H -1.082 1.143 -1.227
*
```

Atom charges from the Mulliken analysis, given in e for atoms 1 to 8: -0.47, -0.48, -0.66, -1.30, 0.07, -0.05, 0.28, 0.36


Entry 10:
This record from the Open Molecules 2025 dataset describes a 2-piece molecular cluster, HN3OS overall. The level of theory is wB97M-V/def2-TZVPD.

Results
**HOMO energy (spin up / spin down)**: -9.713 / -9.761 eV
**E_tot**: -638.14976 Eh
**ΔE to the lowest compared entry with this formula, charge and spin**: 13.3 kcal per mole

ORCA input file:
```
! RIJCOSX wB97M-V def2-TZVPD def2/J DEFGRID3
* xyz 0 1
S -1.707 1.571 -0.604
O -0.691 0.667 -1.205
N 0.741 -0.196 0.723
N 0.668 -1.286 0.367
N 0.938 0.775 1.205
H 0.051 -1.530 -0.487
*
```

In elementary charge units, the Mulliken charges are: 0.31, -0.34, 0.91, -0.77, -0.46, 0.34


Entry 11:
This record from the Open Molecules 2025 dataset describes one molecule with the formula C5H11NO. The level of theory is wB97M-V/def2-TZVPD.

Results
**HOMO energy**: -9.014 eV
**E_tot**: -327.03007 Eh
**ΔE to the lowest compared entry with this formula, charge and spin**: 63.5 kcal per mole

ORCA input file:
```
! RIJCOSX wB97M-V def2-TZVPD def2/J DEFGRID3
* xyz 0 1
O -1.109 -1.026 -2.428
N 1.273 -0.848 0.089
C 0.751 0.201 1.046
C -0.262 -1.322 -1.660
C -0.311 1.122 0.467
C 1.097 -0.680 -1.326
C -1.678 0.796 1.093
H 2.180 -1.001 0.321
H 1.045 0.401 -1.624
H 1.580 0.840 1.422
H -0.485 1.010 -0.639
H -2.446 0.864 0.413
H 0.477 -0.385 1.881
H 1.946 -1.094 -1.919
H -0.113 2.183 0.518
H -1.819 -0.210 1.266
H -1.692 1.391 2.115
H -0.434 -2.242 -1.037
*
```

Atom charges from the Mulliken analysis, given in e for atoms 1 to 8: -0.47, -0.30, -0.71, 0.09, -0.25, -0.65, -1.45, 0.21


Entry 12:
This record from the Open Molecules 2025 dataset describes one molecule with the formula C4H6N4. The level of theory is wB97M-V/def2-TZVPD.

Results
**HOMO energy**: -9.117 eV
**E_tot**: -374.99353 Eh
**ΔE to the lowest compared entry with this formula, charge and spin**: 42.6 kcal per mole

ORCA input file:
```
! RIJCOSX wB97M-V def2-TZVPD def2/J DEFGRID3
* xyz 0 1
N 0.087 -0.266 -0.511
N -1.892 0.883 -1.064
N 0.195 0.346 1.736
N 1.818 -1.093 0.647
C -0.890 0.687 -0.269
C 0.391 -0.979 -1.745
C -0.658 1.110 1.155
C 0.839 -0.326 0.725
H 2.158 -0.941 1.612
H -0.387 -1.698 -1.934
H -1.350 1.850 1.613
H -1.814 0.350 -1.900
H 0.345 -0.288 -2.663
H 1.488 -1.319 -1.577
*
```

Atom charges from the Mulliken analysis, given in e for atoms 1 to 8: 0.07, -0.76, -0.50, -0.59, 0.65, -0.95, -0.17, 0.38